Record 1
Entry from the Open Molecules 2025 dataset: a 8-piece molecular cluster, C39H30BF4O25 overall in a non-equilibrium geometry (the ωB97M-V functional and the def2-TZVPD basis).

Output
- HOMO energy: -6.8 eV
- Charge: -1
- Lowest unoccupied orbital energy: -0.0151 hartree

Last column: Löwdin charge in e.
CARTESIAN COORDINATES (ANGSTROEM)
B -0.31501 -0.81546 0.02110  -1.383
F -0.35382 -1.97124 -0.78462  0.120
F -1.47391 -0.11716 -0.02983  0.189
F 0.07746 -1.23367 1.28268  0.165
F 0.62444 -0.05400 -0.55804  0.182
C 3.13010 2.27600 3.04200  0.109
C 3.00551 1.25175 1.93259  -0.188
C 3.60985 1.63751 0.62239  -0.396
O 3.55101 0.83763 -0.31816  0.092
C 4.40086 2.79293 0.54976  0.077
C 4.57091 3.84387 1.64407  -0.105
C 3.92312 3.57777 2.96878  -0.368
O 3.88608 4.35649 3.88215  0.123
O 5.29370 5.02026 1.58665  0.098
O 2.42950 0.06509 2.13689  0.061
H 2.86498 1.89568 4.02035  0.095
H 5.00884 3.05790 -0.33216  0.125
H 5.60340 5.18230 0.70990  0.099
H 2.02845 -0.26889 1.19143  0.183
C -5.71681 3.19193 -2.64267  0.117
C -5.00720 4.38259 -1.85623  -0.110
C -3.76098 4.13399 -1.12345  -0.482
O -3.20850 5.05207 -0.68454  0.144
C -3.33307 2.75347 -0.99340  0.129
C -4.10246 1.51917 -1.61816  -0.116
C -5.32538 1.75272 -2.49170  -0.355
O -5.97509 0.90097 -3.06666  0.102
O -3.69152 0.32366 -1.40496  0.162
O -5.48176 5.67097 -2.01820  0.052
H -6.62463 3.38629 -3.09673  0.062
H -2.48903 2.69836 -0.48042  0.032
H -2.96227 0.44299 -0.86512  0.045
H -5.05847 6.11112 -1.22187  0.134
C 2.59475 -2.64093 -4.60552  0.064
C 2.31701 -2.24869 -3.18650  -0.116
C 2.93347 -2.92158 -2.01149  -0.384
O 2.41134 -2.58802 -0.91747  0.092
C 3.91832 -3.88126 -2.26263  0.075
C 4.19234 -4.26928 -3.75878  -0.026
C 3.68010 -3.48000 -4.97286  -0.437
O 4.04511 -3.77726 -6.07895  0.105
O 5.07022 -5.31894 -4.09677  0.128
O 1.40870 -1.28265 -2.95863  0.161
H 2.03902 -2.16888 -5.51225  0.155
H 4.28357 -4.50714 -1.34603  0.151
H 5.30981 -5.59819 -3.31919  0.005
H 1.18858 -1.19793 -2.11677  -0.012
C -0.29551 2.68662 4.78211  0.092
C -0.17670 1.19037 4.46154  -0.083
C 0.14868 0.22745 5.45550  -0.452
O 0.30039 -0.92093 5.10387  0.145
C 0.30492 0.70562 6.71466  0.049
C 0.19246 2.07815 7.11011  -0.075
C -0.07553 3.13104 6.04718  -0.377
O -0.07249 4.34063 6.40529  0.075
O 0.13768 2.53268 8.42878  0.146
O -0.28615 0.83734 3.09148  0.075
H -0.69724 3.30789 3.93804  0.123
H 0.30215 0.03271 7.57146  0.131
H 0.24062 2.01156 9.10296  0.016
H 0.08348 -0.04446 3.32833  0.082
C 1.57679 5.72113 -0.50474  0.107
C 0.74548 5.50239 0.70297  -0.095
C -0.05276 4.30461 0.89165  -0.461
O -0.85737 4.22896 1.80088  0.091
C 0.31305 3.18942 0.18950  0.116
C 1.25982 3.30428 -1.09087  -0.053
C 1.83755 4.57218 -1.38867  -0.377
O 2.56917 4.59830 -2.39840  0.098
O 1.45236 2.18045 -1.90842  0.116
O 0.44779 6.61023 1.55244  0.067
H 2.07151 6.64302 -0.72480  0.106
H -0.21811 2.20062 0.41231  0.136
H 1.50823 1.33883 -1.62827  0.007
H -0.11556 6.23842 2.22780  0.086
C 0.14091 -6.47881 -1.07972  0.150
C -0.45072 -5.18054 -1.49222  -0.185
C -0.40854 -4.74575 -2.81008  -0.374
O -1.06410 -3.83293 -3.20656  0.152
C 0.52074 -5.50727 -3.83170  0.116
C 1.27839 -6.67289 -3.38219  -0.167
C 1.06933 -7.23596 -1.92930  -0.371
O 1.64940 -8.18684 -1.56600  0.141
O 2.15902 -7.35899 -4.10243  0.157
O -1.16942 -4.51409 -0.57601  0.117
H 0.02903 -6.90317 -0.22133  0.051
H 0.45125 -5.30240 -4.85775  0.085
H 2.09715 -7.31645 -4.93427  0.004
H -0.93811 -3.62551 -0.73644  0.044
C -6.54271 -2.65787 0.03122  -0.041
C -5.23542 -3.45218 0.37103  -0.399
O -5.19571 -4.60451 0.84828  0.029
C -3.93014 -2.60307 0.13749  -0.028
H -7.03899 -2.36229 0.99411  0.087
H -7.38145 -3.24677 -0.40208  0.075
H -6.58973 -1.73389 -0.53405  0.058
H -3.19508 -2.81357 0.92643  0.069
H -3.98634 -1.49385 0.61710  0.126
H -3.43410 -2.69424 -0.79819  0.062

Atoms 1-2, force components in eV/Å:
0.143 -2.292 0.336
-0.840 -0.756 -0.493

Record 2
Entry from the Open Molecules 2025 dataset: C39H30Br3GeN4Rh as an isolated structure (the ωB97M-V functional and the def2-TZVPD basis).

Output
- HOMO energy (spin up / spin down): -15.1 / -15.3 eV
- Multiplicity: 6
- ⟨S²⟩: 8.8769
- Charge: +3
- Lowest unoccupied orbital energy (spin up / spin down): -0.3503 / -0.4262 hartree

Last column: Löwdin charge in e.
CARTESIAN COORDINATES (ANGSTROEM)
Rh 0.15097 0.48194 0.53181  0.968
Br 4.08950 -0.56763 -5.95116  0.837
C 3.52352 0.22719 -4.34868  -0.678
C 4.44966 0.51764 -3.35362  -0.080
C 4.02013 1.10432 -2.17770  -0.022
C 2.66914 1.38867 -1.97575  -0.157
C 1.75661 1.10912 -2.98047  -0.013
C 2.18336 0.52890 -4.16608  -0.099
N 2.60721 1.22186 0.49585  -0.040
C 2.66555 1.80164 1.75868  0.019
C 1.90697 1.26748 2.83774  -0.236
C 2.28772 1.51027 4.16614  0.024
C 1.59987 0.91444 5.19933  -0.002
C 0.53023 0.07151 4.90007  -0.017
C 0.16248 -0.08873 3.58056  -0.117
N 0.79972 0.50560 2.56283  -0.019
H 5.49728 0.29743 -3.50638  0.119
H 4.75373 1.34035 -1.41583  0.124
H 0.70772 1.33674 -2.85326  0.091
H 1.47756 0.31814 -4.95762  0.100
H 3.26886 2.68923 1.90665  0.141
H 3.14571 2.14117 4.35585  0.136
H 1.89811 1.08269 6.22549  0.134
H -0.01769 -0.44056 5.67773  0.123
H -0.67762 -0.71624 3.31707  0.091
Br 3.27496 6.14696 -1.10891  0.889
C 2.32252 4.54589 -0.95670  -0.677
C 0.93491 4.53970 -1.14213  -0.028
C 0.22625 3.35167 -0.85982  -0.092
N 0.78634 2.21192 -0.58292  0.006
C 2.24568 2.06579 -0.66876  -0.378
C 2.96813 3.38470 -0.64685  -0.011
C 2.86258 -0.17770 0.35004  -0.302
C 4.11820 -0.69822 0.57677  -0.023
C 4.30543 -2.06151 0.37886  -0.659
Br 5.98300 -2.82333 0.64380  0.902
C 3.23115 -2.83887 -0.04007  -0.060
C 2.00464 -2.22965 -0.21187  -0.082
N 1.81419 -0.92332 -0.00743  0.048
H 0.39659 5.44062 -1.39734  0.121
H -0.85707 3.38715 -0.82062  0.108
H 4.04196 3.36069 -0.51383  0.130
H 4.93467 -0.05549 0.87480  0.132
H 3.34502 -3.89870 -0.21646  0.123
H 1.14319 -2.81171 -0.51083  0.112
C -3.06579 2.05985 0.74640  -0.189
Ge -2.27864 0.33059 0.33892  0.967
C -1.76348 -0.01612 -1.47917  -0.381
C -1.14342 -1.22250 -1.83991  -0.151
C -0.84432 -1.49133 -3.16701  -0.045
C -1.19067 -0.57056 -4.14771  -0.040
C -1.78249 0.64229 -3.80294  -0.042
C -2.04505 0.93184 -2.47510  -0.103
C -3.22494 -1.00041 1.45121  -0.178
C -3.30174 -0.62831 2.80439  -0.092
C -3.95799 -1.39915 3.74732  0.013
C -4.58127 -2.58662 3.35954  0.074
C -4.57056 -2.97752 2.01857  -0.146
C -5.26733 -4.14095 1.61800  0.097
C -5.34087 -4.51520 0.27142  0.021
C -4.72455 -3.73134 -0.68030  0.019
C -4.01479 -2.58031 -0.30486  0.063
C -3.90235 -2.18008 1.04317  -0.160
H -4.14237 1.93831 0.87029  0.051
H -2.88684 2.77802 -0.05081  0.015
H -2.65724 2.46466 1.67239  0.039
H -0.94269 -1.97798 -1.08639  0.089
H -0.37077 -2.42503 -3.44091  0.125
H -1.00467 -0.79767 -5.18939  0.129
H -2.04898 1.35397 -4.57335  0.129
H -2.52635 1.87033 -2.22512  0.104
H -2.85466 0.30531 3.12959  0.105
H -4.00383 -1.07823 4.77962  0.135
H -5.09678 -3.19548 4.09255  0.146
H -5.76073 -4.74316 2.37193  0.147
H -5.88736 -5.40409 -0.01337  0.139
H -4.79062 -3.99464 -1.72767  0.136
H -3.56448 -1.97822 -1.08032  0.103

Atoms 1-2, force components in eV/Å:
-0.118 -0.328 -0.135
0.002 0.001 0.010

Energy above the lowest of the compared OMol25 structures with the same formula, charge and spin
In order: 31.5 0.0
Unit: kcal/mol